Arrangement a

Formula: H10O5
Source: the OMol25 dataset
Level of theory: ωB97M-V/def2-TZVPD

Output
frontier orbital gap	10.83	eV
HOMO level	-10.507	eV
SMILES string	O.O.O.O.O

The geometry in XYZ format:
```
15
H10O5 (ωB97M-V/def2-TZVPD)
H -2.385 -0.533 0.071
H -1.965 -1.732 -0.738
H -1.091 0.471 -1.453
H -0.877 1.549 -0.408
H 1.000 2.584 0.793
H 0.056 1.349 1.197
H 1.107 -1.105 1.059
H -0.539 -1.071 1.051
H 2.462 -0.097 -0.493
H 2.348 -0.874 -1.640
O -2.016 -1.475 0.163
O -1.592 1.024 -0.863
O 0.733 1.688 0.548
O 0.307 -0.688 1.476
O 2.451 -1.092 -0.760
```

Löwdin atomic charge list, values in e, 8 entries: 0.076, 0.026, 0.033, 0.029, 0.058, 0.063, 0.037, 0.031

***

Arrangement b

Formula: H10O5
Source: the OMol25 dataset
Level of theory: ωB97M-V/def2-TZVPD

Output
frontier orbital gap	11.55	eV
HOMO level	-11.457	eV
SMILES string	O.O.O.O.O

The geometry in XYZ format:
```
15
H10O5 (ωB97M-V/def2-TZVPD)
H -0.432 0.603 0.729
H -0.593 -0.730 0.017
H -2.077 -0.828 2.223
H -3.227 -1.497 2.957
H -0.198 3.713 -2.864
H -1.340 3.970 -1.893
H -0.036 -3.580 -1.358
H 0.171 -5.024 -1.783
H 3.091 1.161 1.611
H 4.214 2.185 1.637
O -0.006 0.032 0.080
O -2.487 -1.688 2.371
O -1.114 4.011 -2.829
O 0.487 -4.129 -1.952
O 3.549 1.801 1.054
```

Löwdin atomic charge list, values in e, 8 entries: 0.028, 0.027, 0.017, 0.039, 0.034, 0.029, 0.026, 0.034

***

Arrangement c

Formula: H10O5
Source: the OMol25 dataset
Level of theory: ωB97M-V/def2-TZVPD

Output
frontier orbital gap	11.68	eV
HOMO level	-11.117	eV
SMILES string	O.O.O.O.O

The geometry in XYZ format:
```
15
H10O5 (ωB97M-V/def2-TZVPD)
H 0.390 -1.385 0.496
H -0.932 -1.824 1.457
H 1.926 -0.259 -0.415
H 1.883 -1.701 -1.112
H 2.438 1.663 0.285
H 0.911 1.652 -0.105
H -1.403 1.449 0.010
H -0.679 0.654 0.990
H -3.051 -0.056 -0.744
H -1.621 -0.707 -0.611
O -0.610 -1.260 0.688
O 1.842 -1.243 -0.223
O 1.799 1.408 -0.403
O -0.754 1.593 0.719
O -2.138 0.016 -1.030
```

Löwdin atomic charge list, values in e, 8 entries: 0.037, 0.105, 0.020, 0.098, 0.079, 0.014, 0.020, 0.017

***

Arrangement d

Formula: H10O5
Source: the OMol25 dataset
Level of theory: ωB97M-V/def2-TZVPD

Output
frontier orbital gap	10.46	eV
HOMO level	-10.609	eV
SMILES string	O.O.O.O.O

The geometry in XYZ format:
```
15
H10O5 (ωB97M-V/def2-TZVPD)
O -0.232 -0.151 -0.378
H -0.667 -0.617 0.306
H 0.213 -0.876 -0.605
O 1.607 1.954 -0.288
H 0.871 1.285 -0.333
H 2.263 1.633 0.331
O 1.610 -1.927 -0.457
H 2.401 -1.298 -0.587
H 1.858 -2.413 0.462
O -2.248 1.475 -1.430
H -2.115 2.332 -1.651
H -1.513 0.986 -1.233
O -1.586 -0.672 1.678
H -0.844 -0.204 2.033
H -1.613 -1.510 2.145
```

Löwdin atomic charge list, values in e, 8 entries: -0.023, -0.017, -0.062, -0.088, 0.004, 0.012, -0.120, 0.097

***

Least stable = arrangement d

***

Arrangement a

Formula: H10O5
Source: the OMol25 dataset
Level of theory: ωB97M-V/def2-TZVPD

Output
frontier orbital gap	11.32	eV
HOMO level	-11.009	eV
SMILES string	O.O.O.O.O

The geometry in XYZ format:
```
15
H10O5 (ωB97M-V/def2-TZVPD)
H -2.001 -0.332 -0.184
H -1.651 -1.513 -1.178
H -0.539 1.476 -0.272
H -1.887 2.058 0.228
H 0.867 1.769 1.557
H 0.627 0.337 0.873
H 0.972 -1.508 0.383
H -0.565 -1.370 0.678
H 2.731 -0.824 -1.152
H 1.854 0.431 -0.776
O -1.942 -1.329 -0.247
O -1.544 1.369 -0.458
O 0.929 1.265 0.545
O 0.342 -1.317 1.101
O 1.807 -0.512 -1.095
```

Löwdin atomic charge list, values in e, 8 entries: 0.027, 0.089, 0.028, 0.104, 0.201, 0.023, 0.026, 0.012

***

Arrangement b

Formula: H10O5
Source: the OMol25 dataset
Level of theory: ωB97M-V/def2-TZVPD

Output
frontier orbital gap	11.04	eV
HOMO level	-10.885	eV
SMILES string	O.O.O.O.O

The geometry in XYZ format:
```
15
H10O5 (ωB97M-V/def2-TZVPD)
O -2.175 0.282 1.923
H -1.368 0.617 1.531
H -2.746 1.048 1.985
O 0.751 0.555 -2.605
H 0.376 0.215 -1.793
H 0.083 1.149 -2.947
O 0.256 1.392 1.424
H 0.777 1.680 2.173
H 0.310 2.117 0.801
O -0.505 -0.703 -0.410
H -1.434 -0.708 -0.182
H -0.079 -0.259 0.323
O 2.246 -2.255 -0.694
H 1.784 -2.776 -0.038
H 1.724 -2.354 -1.491
```

Löwdin atomic charge list, values in e, 8 entries: -0.056, -0.041, 0.038, -0.064, -0.034, 0.024, -0.026, 0.077

***

Least stable = arrangement a

***

Arrangement a

Formula: H10O5
Source: the OMol25 dataset
Level of theory: ωB97M-V/def2-TZVPD

Output
frontier orbital gap	11.31	eV
HOMO level	-11.528	eV
SMILES string	O.O.O.O.O

The geometry in XYZ format:
```
15
H10O5 (ωB97M-V/def2-TZVPD)
H 1.069 -0.464 2.606
H -0.190 -0.563 1.704
H -4.726 -2.125 -0.931
H -3.332 -2.071 -0.489
H 3.345 -1.893 -1.151
H 4.388 -1.693 -0.197
H 1.929 1.717 -0.372
H 1.056 2.618 -1.215
H -2.365 2.135 -0.346
H -1.908 3.013 0.878
O 0.652 -0.955 1.937
O -4.010 -2.682 -0.772
O 4.044 -2.391 -0.786
O 1.836 2.565 -0.797
O -1.789 2.790 -0.069
```

Löwdin atomic charge list, values in e, 8 entries: 0.004, 0.029, -0.006, 0.027, -0.002, 0.046, 0.029, -0.045

***

Arrangement b

Formula: H10O5
Source: the OMol25 dataset
Level of theory: ωB97M-V/def2-TZVPD

Output
frontier orbital gap	10.81	eV
HOMO level	-10.761	eV
SMILES string	O.O.O.O.O

The geometry in XYZ format:
```
15
H10O5 (ωB97M-V/def2-TZVPD)
O 6.362 -4.401 6.036
H 5.737 -5.113 6.215
H 6.199 -4.158 5.116
O 6.963 -1.134 6.542
H 7.309 -0.245 6.400
H 6.589 -1.386 5.690
O 9.275 -4.528 5.099
H 8.429 -4.310 5.510
H 9.866 -3.813 5.361
O 7.283 -3.351 8.511
H 7.166 -3.780 7.645
H 7.864 -3.943 9.003
O 4.193 -7.812 5.580
H 5.053 -8.215 5.752
H 4.095 -7.135 6.258
```

Löwdin atomic charge list, values in e, 8 entries: -0.039, 0.055, 0.072, -0.053, 0.038, 0.026, -0.061, -0.014

***

Arrangement c

Formula: H10O5
Source: the OMol25 dataset
Level of theory: ωB97M-V/def2-TZVPD

Output
frontier orbital gap	11.68	eV
HOMO level	-11.177	eV
SMILES string	O.O.O.O.O

The geometry in XYZ format:
```
15
H10O5 (ωB97M-V/def2-TZVPD)
H 1.328 0.797 -1.537
H 2.723 1.190 -0.837
H -0.263 -0.803 -1.534
H 0.730 -1.287 -2.614
H -0.601 -2.287 0.382
H -0.194 -0.776 0.552
H -0.141 0.811 1.554
H 1.172 0.884 0.686
H -2.505 0.716 2.407
H -2.064 -0.077 1.081
O 1.765 1.462 -0.932
O 0.281 -0.473 -2.279
O -0.896 -1.338 0.147
O 0.715 0.371 1.376
O -2.048 0.810 1.547
```

Löwdin atomic charge list, values in e, 8 entries: 0.021, 0.083, 0.013, 0.079, 0.119, -0.008, 0.027, 0.010

***

Least stable = arrangement a

***

Arrangement a

Formula: C3H7N4S
Source: the OMol25 dataset
Level of theory: ωB97M-V/def2-TZVPD

Output
frontier orbital gap	8.08	eV
net charge	+1
HOMO level	-13.202	eV

The geometry in XYZ format:
```
15
C3H7N4S (ωB97M-V/def2-TZVPD)
C -0.872 -1.084 -0.239
C 0.276 -1.979 0.020
C -1.607 1.195 0.021
N 2.616 1.175 -0.029
N 1.454 1.595 -0.081
N 0.692 0.519 -0.073
N -0.631 0.166 -0.104
S 1.773 -0.932 0.002
H -1.963 -1.411 -0.092
H 0.181 -2.562 0.978
H 0.256 -2.889 -0.788
H -1.033 1.929 0.618
H -2.523 0.677 0.571
H -1.957 1.765 -0.804
H 3.339 1.837 0.000
```

Löwdin atomic charge list, values in e, 8 entries: -0.047, -0.406, 0.035, -0.030, -0.026, -0.320, -0.135, 1.006

***

Arrangement b

Formula: C3H7N4S
Source: the OMol25 dataset
Level of theory: ωB97M-V/def2-TZVPD

Output
frontier orbital gap (alpha / beta)	7.19 / 7.11	eV
net charge	+1
HOMO level (alpha / beta)	-11.389 / -11.191	eV

The geometry in XYZ format:
```
15
C3H7N4S (ωB97M-V/def2-TZVPD)
C 1.171 0.265 -0.141
C 0.785 1.627 0.498
C -1.146 0.253 -0.803
N -2.736 -1.794 0.366
N -2.457 -0.689 0.661
N 0.154 -0.316 -0.813
N 2.304 -0.368 0.065
S -0.958 1.879 -0.021
H 0.922 1.583 1.599
H 1.407 2.523 0.152
H -1.678 0.148 -1.764
H -3.366 -2.398 0.900
H 0.232 -1.238 -1.083
H 3.047 -0.141 0.774
H 2.319 -1.333 -0.389
```

Löwdin atomic charge list, values in e, 8 entries: -0.326, -0.344, -0.428, 0.016, 0.045, 0.039, 0.195, 0.911

***

Least stable = arrangement a

***

Arrangement a

Formula: C5H4N2O
Source: the OMol25 dataset
Level of theory: ωB97M-V/def2-TZVPD

Output
frontier orbital gap	6.66	eV
HOMO level	-10.641	eV

The geometry in XYZ format:
```
12
C5H4N2O (ωB97M-V/def2-TZVPD)
C -0.760 0.059 0.285
C -1.847 -0.685 -0.528
C 0.603 -0.036 -0.348
C 1.331 1.155 -0.576
C 1.406 -1.218 -0.017
H -1.618 0.904 2.267
H -1.252 0.958 0.197
H 2.369 0.733 -0.927
H 1.051 2.118 -0.869
N -2.799 -1.273 -0.850
N 2.135 -2.187 -0.065
O -0.620 -0.529 1.429
```

Löwdin atomic charge list, values in e, 8 entries: -0.578, -0.131, -0.221, 0.136, -0.164, 0.401, 0.088, 0.114

***

Arrangement b

Formula: C5H4N2O
Source: the OMol25 dataset
Level of theory: ωB97M-V/def2-TZVPD

Output
frontier orbital gap	9.01	eV
HOMO level	-8.479	eV
SMILES string	C#Cc1cnc(O)[nH]1

The geometry in XYZ format:
```
12
C5H4N2O (ωB97M-V/def2-TZVPD)
C 1.653 -0.202 -0.087
C 0.058 1.305 0.055
C -0.501 0.183 0.024
C -1.949 -0.051 0.005
C -3.110 -0.342 -0.198
H 3.424 -0.025 0.052
H -0.231 2.322 -0.003
H 0.101 -1.857 0.815
H -4.189 -0.809 -0.533
N 1.446 1.106 -0.031
N 0.474 -0.950 0.161
O 2.824 -0.680 -0.260
```

Löwdin atomic charge list, values in e, 8 entries: -0.503, -0.121, -0.318, -0.107, 0.061, 0.114, 0.116, 0.251

***

Arrangement c

Formula: C5H4N2O
Source: the OMol25 dataset
Level of theory: ωB97M-V/def2-TZVPD

Output
frontier orbital gap	10.37	eV
HOMO level	-10.080	eV
SMILES string	C#C[C@@H](C#N)NC=O

The geometry in XYZ format:
```
12
C5H4N2O (ωB97M-V/def2-TZVPD)
C 1.716 0.638 -0.188
C -0.171 -0.920 0.058
C -1.008 -0.141 1.152
C -1.318 0.035 2.442
C -0.714 -0.395 -1.287
H 2.717 0.731 -0.736
H 1.978 -1.461 0.020
H -0.489 -2.035 0.194
H -1.383 0.437 3.507
N 1.213 -0.652 0.170
N -1.522 -0.149 -2.078
O 1.040 1.579 -0.335
```

Löwdin atomic charge list, values in e, 8 entries: -0.359, -0.338, -0.042, 0.108, -0.187, 0.151, 0.201, 0.181

***

Least stable = arrangement a

***

Arrangement a

Formula: C5H4N2O
Source: the OMol25 dataset
Level of theory: ωB97M-V/def2-TZVPD

Output
frontier orbital gap	8.90	eV
HOMO level	-8.522	eV
SMILES string	C#Cc1oncc1N

The geometry in XYZ format:
```
12
C5H4N2O (ωB97M-V/def2-TZVPD)
C 0.749 0.344 0.051
C 1.870 -0.600 -0.151
C -0.317 -0.577 -0.112
C -1.701 -0.384 -0.188
C -2.939 -0.444 -0.009
H 1.238 2.228 0.813
H -0.062 2.343 -0.551
H 2.890 -0.554 -0.249
H -4.025 -0.296 0.371
N 0.786 1.705 -0.038
N 1.429 -1.889 0.048
O 0.081 -1.876 0.013
```

Löwdin atomic charge list, values in e, 8 entries: -0.283, -0.018, -0.275, -0.064, 0.125, 0.134, 0.190, 0.076

***

Arrangement b

Formula: C5H4N2O
Source: the OMol25 dataset
Level of theory: ωB97M-V/def2-TZVPD

Output
frontier orbital gap	9.00	eV
HOMO level	-9.489	eV
SMILES string	O=c1cncccn1

The geometry in XYZ format:
```
12
C5H4N2O (ωB97M-V/def2-TZVPD)
C 1.622 -0.103 -0.211
C 1.054 -0.156 1.159
C -1.028 0.953 0.585
C -1.387 0.209 -0.497
C -0.494 -0.813 -1.155
H 1.542 -0.659 2.051
H -1.699 1.821 1.003
H -2.332 0.534 -0.978
H -0.818 -1.613 -1.820
N -0.072 0.459 1.420
N 0.783 -0.806 -1.034
O 2.828 0.174 -0.524
```

Löwdin atomic charge list, values in e, 8 entries: -0.432, -0.017, -0.156, -0.049, -0.091, 0.146, 0.150, 0.099

***

Arrangement c

Formula: C5H4N2O
Source: the OMol25 dataset
Level of theory: ωB97M-V/def2-TZVPD

Output
frontier orbital gap	8.68	eV
HOMO level	-9.735	eV
SMILES string	O=c1cccncn1

The geometry in XYZ format:
```
12
C5H4N2O (ωB97M-V/def2-TZVPD)
C 1.635 -0.180 -0.086
C 0.992 1.073 -0.209
C -0.339 1.225 -0.005
C -1.557 0.218 0.211
C -0.313 -1.767 -0.126
H 1.469 2.263 -0.523
H -0.792 2.287 0.076
H -2.671 0.769 0.701
H -0.592 -2.947 -0.310
N -1.591 -0.999 -0.008
N 0.914 -1.440 -0.010
O 2.845 -0.502 0.289
```

Löwdin atomic charge list, values in e, 8 entries: -0.383, -0.055, -0.048, -0.181, -0.150, 0.208, 0.111, 0.181

***

Arrangement d

Formula: C5H4N2O
Source: the OMol25 dataset
Level of theory: ωB97M-V/def2-TZVPD

Output
frontier orbital gap	9.27	eV
HOMO level	-10.645	eV

The geometry in XYZ format:
```
12
C5H4N2O (ωB97M-V/def2-TZVPD)
C -0.313 0.925 0.641
C 0.234 -0.430 0.341
C 0.143 -1.229 -0.785
C 1.050 -2.384 -0.751
C -0.855 1.347 -0.836
H -0.414 2.379 2.090
H -1.443 0.951 1.227
H 0.951 -0.785 1.194
H -0.232 -0.729 -1.753
N 1.736 -3.279 -0.646
N -1.280 1.333 -1.948
O 0.423 1.902 1.226
```

Löwdin atomic charge list, values in e, 8 entries: -0.454, -0.066, -0.057, -0.243, -0.139, 0.312, 0.197, 0.158

***

Least stable = arrangement a